Entry from the OMol25 dataset: a single C4H11N3O molecule in a non-equilibrium geometry (ωB97M-V with the def2-TZVPD basis set).

XYZ file:
```
19
Properties=species:S:1:pos:R:3:lowdin_charge:R:1
C -1.0497 -1.6886 -0.1540 -0.078
C -0.5836 -0.3081 0.1105 -0.198
C -1.9469 0.7815 0.5906 -0.161
O -3.0367 0.6217 -0.2821 -0.094
C 0.5067 0.3713 0.0802 -0.264
N 0.9734 1.6178 0.3723 0.089
N 1.7051 -0.8680 -0.2374 -0.081
N 3.0520 -0.4755 -0.1945 -0.077
H -2.1379 -1.6997 -0.2025 0.072
H -0.6395 -2.0735 -1.0891 0.072
H -0.7364 -2.3540 0.6523 0.084
H -2.2694 0.4307 1.5712 0.102
H -1.6349 1.8290 0.6604 0.086
H -2.7576 0.8710 -1.1698 0.089
H 0.5109 2.3799 -0.0980 0.091
H 1.9668 1.7811 0.4434 0.072
H 1.5071 -1.2448 -1.1593 0.071
H 3.2348 0.4134 -0.6700 0.057
H 3.3356 -0.3853 0.7757 0.067
```

Properties
Lowest unoccupied orbital energy = 0.67 eV
ΔE to the lowest compared entry with this formula, charge and spin = 110.0 kcal per mole
SMILES string = C/C(CO)=C(/N)NN
Frontier orbital gap = 8.9 eV

Entry from the OMol25 dataset: 11 unconnected molecules or ions with the total composition C74H164N9O6 in a non-equilibrium geometry (ωB97M-V with the def2-TZVPD basis set).

XYZ file:
```
253
Properties=species:S:1:pos:R:3:lowdin_charge:R:1
C 0.3007 -2.7262 -4.8876 -0.070
C -0.1250 -4.1217 -5.4854 -0.220
C 0.8166 -4.6345 -6.5875 -0.111
N 0.6439 -6.1569 -7.0514 -0.199
C -0.8417 -6.1788 -7.6556 0.043
C 1.5806 -6.3367 -8.3060 -0.090
C 2.2748 -7.6293 -7.9868 -0.154
C 1.3978 -8.4489 -7.0395 -0.115
C 0.8278 -7.3176 -6.0929 -0.085
H -0.0593 -2.6508 -3.8615 0.072
H -0.1445 -1.8464 -5.3522 0.071
H 1.3875 -2.6421 -4.8930 0.070
H -1.1508 -4.1145 -5.8538 0.096
H -0.1035 -4.8795 -4.7022 0.103
H 1.7728 -4.7213 -6.0716 0.124
H 0.8510 -3.9995 -7.4728 0.134
H -0.8770 -5.2553 -8.2337 0.097
H -1.6258 -6.0216 -6.9149 0.093
H -1.0029 -7.0284 -8.3191 0.113
H 1.0581 -6.3009 -9.2620 0.137
H 2.3177 -5.5371 -8.3794 0.125
H 2.5004 -8.2560 -8.8496 0.139
H 3.1874 -7.3285 -7.4723 0.126
H 0.5886 -8.9854 -7.5350 0.120
H 1.9013 -9.2386 -6.4819 0.127
H -0.1163 -7.5340 -5.5929 0.127
H 1.5869 -7.0278 -5.3663 0.126
C -8.5334 6.0922 3.5107 -0.078
C -7.6941 4.7607 3.3330 -0.189
C -8.6900 3.5334 3.3035 -0.099
N -8.0590 2.1964 2.8439 -0.224
C -6.7996 1.8676 3.7387 0.048
C -7.6175 2.1034 1.2777 -0.022
C -7.6432 0.5925 1.0195 -0.149
C -8.5184 -0.0304 2.0681 -0.189
C -9.0112 1.0176 3.0041 -0.125
H -8.7655 6.3724 4.5382 0.075
H -9.5410 6.0770 3.0954 0.076
H -7.8716 6.8917 3.1777 0.079
H -7.1062 4.7144 4.2497 0.095
H -7.0519 4.8476 2.4565 0.108
H -9.4871 3.7648 2.5970 0.127
H -9.1227 3.2469 4.2620 0.134
H -7.0720 2.0321 4.7812 0.104
H -5.9894 2.5456 3.4704 0.101
H -6.5145 0.8336 3.5445 0.100
H -6.7357 2.7217 1.1099 0.130
H -8.3784 2.6485 0.7191 0.130
H -6.6566 0.1313 0.9734 0.121
H -8.1676 0.4781 0.0708 0.119
H -8.0210 -0.8545 2.5795 0.118
H -9.4545 -0.5257 1.8102 0.128
H -8.9354 0.7440 4.0565 0.137
H -10.0279 1.3034 2.7345 0.145
C 1.4387 -2.4768 7.7118 -0.073
C 3.0106 -2.4400 7.6396 -0.225
C 3.6256 -2.6975 9.0465 -0.069
N 5.2151 -2.4704 9.1826 -0.216
C 6.0093 -3.5379 8.3539 0.043
C 5.5516 -2.6141 10.7013 -0.070
C 6.1874 -1.2509 11.1257 -0.141
C 6.7878 -0.6396 9.8575 -0.138
C 5.6405 -0.9923 8.8535 -0.093
H 1.0464 -2.0521 6.7878 0.071
H 1.0315 -1.9623 8.5822 0.076
H 1.2367 -3.5479 7.6994 0.079
H 3.3901 -1.5255 7.1836 0.093
H 3.3071 -3.1458 6.8637 0.094
H 3.6129 -3.7170 9.4318 0.133
H 3.2407 -1.9546 9.7451 0.129
H 7.0835 -3.3537 8.3711 0.110
H 5.6574 -3.6727 7.3311 0.087
H 5.6880 -4.4566 8.8447 0.106
H 6.4118 -3.2829 10.7300 0.128
H 4.7745 -2.9091 11.4064 0.140
H 6.9185 -1.3285 11.9304 0.135
H 5.4089 -0.5375 11.3963 0.118
H 7.6870 -1.1307 9.4855 0.113
H 7.0555 0.4140 9.9363 0.129
H 5.9533 -0.9377 7.8108 0.119
H 4.7840 -0.3382 9.0163 0.122
C -9.5171 1.1597 -8.4027 -0.075
C -8.3078 0.1876 -8.3437 -0.188
C -7.7248 0.0942 -6.8637 -0.068
N -6.2482 -0.4221 -6.7220 -0.233
C -6.0777 -1.8144 -7.3244 0.004
C -5.2082 0.5847 -7.2952 -0.072
C -4.8451 1.5207 -6.1249 -0.156
C -5.0593 0.7787 -4.8251 -0.133
C -5.7842 -0.5420 -5.2368 -0.081
H -9.6386 1.5985 -9.3931 0.085
H -9.3274 2.0925 -7.8716 0.074
H -10.4986 0.8163 -8.0758 0.089
H -7.4140 0.3590 -8.9435 0.091
H -8.6501 -0.7868 -8.6922 0.107
H -8.3140 -0.6441 -6.3197 0.128
H -7.7083 1.0233 -6.2940 0.132
H -6.6173 -2.5797 -6.7664 0.113
H -5.0486 -2.1569 -7.4326 0.094
H -6.3942 -1.7301 -8.3641 0.102
H -4.3210 0.0160 -7.5733 0.123
H -5.5769 1.1724 -8.1359 0.131
H -3.8356 1.9120 -6.2514 0.125
H -5.5143 2.3809 -6.1044 0.124
H -4.1105 0.4500 -4.4011 0.112
H -5.6145 1.4358 -4.1557 0.125
H -5.0793 -1.3691 -5.1522 0.115
H -6.6563 -0.7976 -4.6350 0.128
C 2.3095 2.9109 -5.2146 -0.113
C 2.4210 3.3361 -6.6501 -0.230
C 2.7315 2.1295 -7.6409 -0.074
N 3.0248 2.4767 -9.1471 -0.235
C 1.8700 3.2145 -9.7757 0.028
C 3.3208 1.1452 -9.9646 -0.108
C 4.0971 1.5737 -11.1328 -0.169
C 5.0737 2.6413 -10.5825 -0.114
C 4.3830 3.2175 -9.3465 -0.073
H 1.4041 2.3078 -5.1466 0.078
H 2.2109 3.7273 -4.4992 0.091
H 3.1856 2.3038 -4.9865 0.072
H 3.0955 4.1921 -6.6718 0.115
H 1.4376 3.7626 -6.8476 0.111
H 1.8358 1.5193 -7.7565 0.123
H 3.5819 1.5114 -7.3531 0.120
H 1.7260 4.1449 -9.2263 0.106
H 0.9331 2.6581 -9.8026 0.116
H 2.2618 3.5580 -10.7330 0.115
H 2.3466 0.7062 -10.1799 0.128
H 3.7350 0.3954 -9.2905 0.130
H 3.5198 1.9413 -11.9812 0.128
H 4.6371 0.7090 -11.5185 0.133
H 5.1908 3.3429 -11.4084 0.128
H 6.0283 2.1251 -10.4796 0.127
H 4.1785 4.2842 -9.2544 0.136
H 5.0189 3.0821 -8.4716 0.128
C -1.3586 8.0323 2.2486 -0.080
C 0.0133 8.3542 1.6330 -0.211
C 1.2107 7.4105 2.0139 -0.087
N 2.6147 7.6296 1.3973 -0.255
C 3.3435 8.6899 2.1582 0.016
C 3.4885 6.3300 1.2849 -0.065
C 4.2729 6.2849 -0.0824 -0.097
C 3.8545 7.6638 -0.7129 -0.144
C 2.5745 8.0519 -0.0783 -0.119
H -1.7327 7.0539 1.9471 0.082
H -2.0398 8.7527 1.7958 0.089
H -1.4228 8.1609 3.3291 0.069
H 0.3088 9.4013 1.6990 0.112
H -0.2105 8.2354 0.5729 0.107
H 0.9694 6.3847 1.7354 0.126
H 1.3896 7.5002 3.0854 0.121
H 4.3071 8.8684 1.6810 0.113
H 3.4496 8.3484 3.1879 0.107
H 2.7415 9.5981 2.1877 0.117
H 3.9921 6.3253 2.2515 0.120
H 2.8743 5.4367 1.3991 0.115
H 5.3360 6.1762 0.1324 0.108
H 4.0590 5.4515 -0.7516 0.106
H 4.5443 8.4393 -0.3798 0.113
H 3.7495 7.6888 -1.7975 0.134
H 2.4255 9.1296 -0.1447 0.151
H 1.7388 7.4304 -0.3999 0.145
C 0.2957 -10.5464 -0.8398 -0.071
C 0.1960 -9.2239 -0.0347 -0.224
C -1.1700 -8.9960 0.6987 -0.104
N -1.1706 -7.6992 1.4884 -0.251
C -0.1903 -7.7491 2.6845 0.059
C -2.6143 -7.4197 1.9661 -0.066
C -2.8337 -5.8494 1.9470 -0.149
C -1.6261 -5.2834 1.3397 -0.175
C -0.9548 -6.4618 0.5828 -0.080
H 1.2688 -10.5542 -1.3307 0.082
H -0.5093 -10.5007 -1.5733 0.077
H 0.1498 -11.4312 -0.2202 0.090
H 0.4815 -8.3830 -0.6666 0.095
H 1.0044 -9.2787 0.6943 0.100
H -1.3424 -9.8258 1.3842 0.145
H -2.0338 -8.8682 0.0463 0.131
H 0.8615 -7.8085 2.4048 0.103
H -0.4425 -8.7102 3.1327 0.113
H -0.4699 -6.9464 3.3669 0.109
H -2.7888 -7.9302 2.9132 0.137
H -3.3869 -7.8296 1.3157 0.130
H -2.9216 -5.5912 3.0023 0.120
H -3.7535 -5.5649 1.4361 0.126
H -0.9900 -4.8207 2.0943 0.120
H -1.9091 -4.5240 0.6108 0.125
H 0.1201 -6.2815 0.5914 0.122
H -1.3397 -6.6097 -0.4261 0.139
C 9.9565 -3.2519 0.3233 -0.074
C 8.5921 -2.5684 0.0505 -0.237
C 7.8371 -2.3829 1.3348 -0.111
N 6.5434 -1.5525 1.1406 -0.248
C 6.9150 -0.1059 0.8781 0.034
C 5.5445 -1.7724 2.3003 -0.073
C 4.1662 -1.2024 1.7915 -0.122
C 4.1439 -1.5743 0.2751 -0.132
C 5.6248 -1.9620 -0.0872 -0.079
H 10.5072 -2.3589 0.6190 0.081
H 10.5528 -3.5096 -0.5520 0.090
H 10.0375 -4.0785 1.0292 0.089
H 8.1173 -3.2290 -0.6749 0.110
H 8.8535 -1.6842 -0.5309 0.114
H 8.3347 -1.9322 2.1935 0.142
H 7.4700 -3.3096 1.7759 0.133
H 7.4771 0.0042 -0.0493 0.111
H 7.4405 0.2213 1.7753 0.115
H 5.9926 0.4748 0.8706 0.103
H 6.0643 -1.3084 3.1385 0.134
H 5.3541 -2.8414 2.3960 0.132
H 4.0987 -0.1251 1.9432 0.107
H 3.3792 -1.7562 2.3033 0.113
H 3.8339 -0.8546 -0.4825 0.115
H 3.5104 -2.4390 0.0775 0.106
H 5.9969 -1.4409 -0.9693 0.122
H 5.5747 -3.0231 -0.3316 0.127
C 2.4490 3.1907 6.0796 -0.096
C 0.9487 2.9419 6.2338 -0.233
C 0.3260 3.9208 7.2208 -0.055
N -1.2080 3.6283 7.6725 -0.234
C -2.2335 4.2896 6.7181 0.052
C -1.5451 2.1056 7.6284 -0.089
C -2.7205 1.9737 8.6592 -0.135
C -2.7948 3.2745 9.5129 -0.139
C -1.4965 3.9599 9.1409 -0.108
H 2.6952 4.2324 5.8737 0.077
H 2.9201 2.5586 5.3268 0.072
H 2.9929 3.0235 7.0093 0.076
H 0.8578 1.9048 6.5566 0.097
H 0.4098 3.0341 5.2908 0.121
H 0.1920 4.9175 6.8004 0.130
H 0.7660 3.9447 8.2178 0.125
H -2.1266 5.3387 6.9940 0.107
H -3.2030 3.8929 7.0195 0.101
H -2.0016 4.1774 5.6590 0.114
H -1.7610 1.7808 6.6106 0.139
H -0.7058 1.6331 8.1387 0.117
H -3.6310 1.7591 8.0998 0.109
H -2.5966 1.0626 9.2445 0.116
H -3.6387 3.9609 9.4448 0.123
H -2.8477 2.9629 10.5561 0.127
H -1.5781 5.0385 9.2754 0.145
H -0.7255 3.4622 9.7291 0.138
O -4.0063 5.6115 -1.3231 0.035
C -3.0327 5.9073 -2.2167 -0.938
O -3.3320 6.2055 -3.3868 -0.061
O -1.8894 5.8092 -1.7828 -0.086
H -3.2984 5.2208 -0.8056 0.056
O -1.0970 1.3254 0.2450 0.063
C -1.6576 1.5618 1.4108 -0.978
O -2.3344 2.5911 1.4670 -0.073
O -1.7159 0.7781 2.3646 -0.096
H -1.4263 2.1554 -0.1075 0.090
```

Properties
Lowest unoccupied orbital energy = -10.77 eV
ΔE to the lowest compared entry with this formula, charge and spin = 114.9 kcal per mole
Total charge = +7
Frontier orbital gap = 3.4 eV